288
Properties=species:S:1:pos:R:3:mulliken_charge:R:1 method="wB97M-V/def2-TZVPD" largest_force_ev_per_a=3.221 lumo_energy_ha=0.013 e_tot_ev=-137222.12786 orbital_gap_ev=8.5 e_homo_ev=-8.107
C 5.330 5.621 3.714 -0.700
O 4.636 4.418 3.483 -0.226
C 3.595 4.523 2.499 2.100
C 2.260 4.952 3.151 -0.819
N 1.449 3.944 3.891 -0.432
C 0.942 2.921 2.925 1.182
C -0.332 2.240 3.518 -0.033
O -1.494 3.001 3.462 -0.356
C -2.616 2.364 4.019 -1.013
H 5.597 6.169 2.810 0.122
H 6.254 5.450 4.266 0.242
H 4.689 6.224 4.357 0.322
H 3.417 3.522 2.106 -1.402
H 3.887 5.089 1.614 -0.427
H 1.545 5.301 2.406 0.295
H 2.372 5.852 3.757 0.547
H 0.723 4.387 4.436 0.376
H 1.727 2.200 2.698 -1.357
H 0.746 3.390 1.960 0.011
H -0.259 1.762 4.495 0.905
H -0.499 1.445 2.791 -0.531
H -3.499 3.000 3.953 0.333
H -2.492 2.005 5.041 0.516
H -2.825 1.464 3.442 0.290
C -2.454 5.613 -4.915 -0.554
O -1.055 5.954 -4.742 -0.478
C -0.227 4.907 -4.400 -0.376
C 0.755 5.401 -3.334 -0.561
N 0.035 5.917 -2.127 0.152
C 1.069 6.480 -1.293 0.048
C 0.500 7.044 -0.001 -0.462
O -0.162 8.251 -0.318 -0.487
C -1.299 8.468 0.482 -0.644
H -2.811 5.314 -3.929 0.092
H -2.643 4.925 -5.740 0.321
H -2.978 6.527 -5.194 0.326
H 0.235 4.605 -5.340 0.475
H -0.721 4.016 -4.012 -0.014
H 1.405 6.179 -3.733 0.495
H 1.375 4.545 -3.071 0.101
H -0.434 6.725 -2.508 0.310
H 1.714 7.212 -1.778 0.623
H 1.847 5.776 -0.996 -0.643
H 1.337 7.298 0.650 0.638
H -0.118 6.302 0.503 -0.070
H -1.181 8.267 1.547 0.265
H -2.091 7.858 0.047 0.189
H -1.550 9.528 0.441 0.328
C 4.162 -3.192 -8.113 -0.975
O 3.618 -3.257 -6.800 -0.138
C 3.513 -4.626 -6.373 -1.103
C 3.015 -4.753 -4.939 0.043
N 1.618 -4.319 -4.900 -0.481
C 1.141 -4.128 -3.490 0.028
C -0.373 -3.799 -3.435 -0.822
O -0.799 -3.698 -2.076 0.181
C -2.178 -3.365 -1.945 -0.571
H 5.187 -3.552 -8.196 0.364
H 4.193 -2.161 -8.464 0.255
H 3.424 -3.622 -8.790 0.373
H 4.457 -5.166 -6.454 0.499
H 2.929 -5.175 -7.112 0.465
H 3.582 -4.133 -4.245 -0.205
H 2.952 -5.775 -4.565 0.465
H 1.714 -3.488 -5.466 0.410
H 1.694 -3.317 -3.017 -0.281
H 1.343 -4.994 -2.859 0.450
H -0.977 -4.511 -3.997 0.486
H -0.547 -2.828 -3.899 0.157
H -2.514 -3.330 -0.909 -0.041
H -2.723 -4.053 -2.591 0.813
H -2.278 -2.322 -2.245 -0.184
C -3.436 -0.076 0.324 0.650
O -2.094 -0.573 0.116 1.474
C -1.604 -1.410 1.176 -0.611
C -0.172 -1.733 0.957 0.260
N 0.645 -0.580 1.152 0.956
C 2.042 -0.832 0.798 0.034
C 2.777 0.467 0.581 0.298
O 2.019 1.483 -0.144 1.300
C 2.770 2.447 -0.815 0.602
H -3.595 0.774 -0.339 -0.988
H -3.490 0.340 1.330 -0.758
H -4.183 -0.851 0.150 0.424
H -2.204 -2.318 1.117 0.708
H -1.813 -0.957 2.146 -0.562
H -0.069 -1.981 -0.099 0.081
H 0.192 -2.540 1.593 -0.721
H 0.367 0.200 0.573 -0.350
H 2.125 -1.426 -0.112 -0.537
H 2.488 -1.345 1.650 0.309
H 3.723 0.252 0.084 -0.400
H 3.051 0.833 1.570 -0.558
H 3.385 1.993 -1.592 0.150
H 3.521 2.780 -0.099 -0.411
H 2.230 3.345 -1.113 -1.133
C -9.015 -7.867 -5.000 -0.787
O -8.082 -7.012 -4.340 -0.267
C -8.616 -6.572 -3.060 -0.635
C -7.537 -5.707 -2.362 -0.697
N -7.320 -4.379 -2.885 -0.422
C -6.174 -3.738 -2.193 -0.851
C -5.629 -2.589 -3.033 0.082
O -4.747 -3.035 -4.107 -0.375
C -4.281 -2.039 -4.953 -0.333
H -9.958 -7.376 -5.241 0.310
H -9.275 -8.821 -4.542 0.309
H -8.502 -8.184 -5.908 0.254
H -8.709 -7.364 -2.316 0.359
H -9.608 -6.128 -3.143 0.378
H -6.571 -6.206 -2.449 0.387
H -7.744 -5.742 -1.293 0.403
H -7.100 -4.527 -3.860 0.317
H -5.342 -4.410 -1.982 0.400
H -6.524 -3.407 -1.216 0.289
H -5.002 -1.891 -2.478 -0.088
H -6.510 -2.074 -3.415 0.563
H -3.607 -2.515 -5.665 0.265
H -3.702 -1.293 -4.408 -0.028
H -5.091 -1.631 -5.557 0.371
C 4.693 1.475 4.652 -0.328
O 4.433 0.268 5.307 -0.557
C 3.576 -0.578 4.526 -0.055
C 2.157 -0.424 4.886 0.203
N 1.410 -1.437 4.174 1.229
C 0.195 -1.961 4.858 0.341
C 0.617 -2.799 6.046 -0.946
O -0.510 -3.522 6.531 -0.139
C -0.094 -4.511 7.507 -1.010
H 3.773 2.053 4.571 0.241
H 5.066 1.342 3.636 -0.011
H 5.443 2.031 5.213 0.386
H 3.785 -1.603 4.831 0.253
H 3.805 -0.538 3.461 -0.159
H 1.750 0.475 4.422 -0.822
H 1.989 -0.556 5.955 0.584
H 1.165 -1.147 3.238 -0.718
H -0.386 -2.637 4.230 -0.566
H -0.508 -1.147 5.033 0.124
H 1.004 -2.266 6.915 0.552
H 1.456 -3.434 5.762 0.391
H 0.276 -4.055 8.426 0.347
H 0.708 -5.144 7.128 0.382
H -0.944 -5.148 7.752 0.227
C -6.131 1.656 4.614 -1.058
O -5.271 0.736 3.995 0.234
C -5.226 -0.534 4.594 -1.148
C -4.196 -1.419 3.834 0.728
N -4.139 -2.841 4.250 -0.001
C -3.753 -2.918 5.663 -0.128
C -3.779 -4.376 6.084 -1.253
O -3.015 -5.150 5.107 -0.514
C -3.133 -6.570 5.454 -0.912
H -5.947 1.739 5.685 0.361
H -7.179 1.436 4.411 0.317
H -5.892 2.639 4.209 0.272
H -6.170 -1.071 4.498 0.324
H -4.990 -0.512 5.658 0.450
H -3.228 -0.920 3.782 -0.502
H -4.562 -1.492 2.810 -0.019
H -3.478 -3.426 3.760 0.098
H -4.394 -2.304 6.295 0.427
H -2.767 -2.488 5.835 0.080
H -4.849 -4.586 6.110 0.524
H -3.431 -4.568 7.099 0.444
H -2.603 -6.658 6.402 0.297
H -2.706 -7.276 4.742 0.274
H -4.160 -6.923 5.547 0.328
C -6.815 1.414 0.612 -0.607
C -7.180 0.272 -0.315 2.567
C -7.809 -0.926 0.395 -1.634
O -8.177 0.724 -1.153 -0.771
H -5.983 1.176 1.276 -0.270
H -7.656 1.702 1.242 0.444
H -6.433 2.307 0.118 -0.037
H -6.276 -0.083 -0.808 -0.916
H -7.941 -1.734 -0.326 0.321
H -8.773 -0.729 0.863 0.453
H -7.136 -1.243 1.192 0.148
H -7.762 1.417 -1.672 0.326
C -1.498 0.580 -2.978 -0.116
C -0.029 0.910 -3.226 1.545
C 1.020 -0.192 -2.920 -0.269
O 0.047 1.415 -4.571 -0.718
H -1.778 -0.341 -3.490 0.221
H -2.102 1.435 -3.281 -0.272
H -1.618 0.369 -1.916 -0.749
H 0.297 1.760 -2.626 -0.590
H 2.051 0.162 -2.928 -0.028
H 0.869 -0.992 -3.645 0.231
H 0.801 -0.512 -1.902 -0.306
H 0.910 1.824 -4.673 0.486
C 7.157 -1.098 1.521 -0.766
C 7.597 -2.036 0.407 0.668
C 9.067 -2.493 0.496 -1.600
O 6.757 -3.168 0.407 -0.369
H 7.245 -1.571 2.499 0.381
H 6.147 -0.794 1.249 -0.224
H 7.802 -0.226 1.629 0.458
H 7.526 -1.506 -0.543 -0.013
H 9.773 -1.711 0.214 0.396
H 9.206 -3.397 -0.096 0.395
H 9.220 -2.726 1.550 0.406
H 7.169 -3.890 0.887 0.225
C 4.834 -1.038 -2.287 0.765
C 5.080 -0.509 -3.726 -0.439
C 4.287 -1.214 -4.799 -0.960
O 4.840 0.877 -3.814 -0.555
H 5.272 -2.036 -2.277 0.537
H 3.781 -1.121 -2.018 -0.564
H 5.443 -0.495 -1.564 -0.530
H 6.116 -0.715 -3.995 0.665
H 4.298 -2.266 -4.515 -0.114
H 4.829 -1.100 -5.738 0.403
H 3.286 -0.847 -5.028 0.292
H 5.683 1.267 -3.569 0.339
C 7.924 4.578 0.282 -1.157
C 7.809 3.142 0.054 0.508
C 6.404 2.661 -0.263 -0.254
O 8.642 2.681 -0.965 -0.604
H 7.878 5.132 -0.655 0.353
H 8.905 4.811 0.697 0.503
H 7.179 4.952 0.984 -0.040
H 8.185 2.513 0.860 0.128
H 5.788 2.840 0.619 0.053
H 6.265 1.598 -0.459 -0.243
H 6.011 3.033 -1.210 0.346
H 9.526 2.870 -0.641 0.375
C -3.541 3.568 0.607 -0.722
C -2.225 4.288 0.266 0.674
C -1.210 3.200 -0.192 1.180
O -2.379 5.263 -0.674 -0.777
H -3.426 2.770 1.341 -0.357
H -4.065 3.173 -0.263 -0.329
H -4.214 4.340 0.982 0.721
H -1.859 4.755 1.180 0.078
H -1.096 2.381 0.517 -0.663
H -0.252 3.692 -0.361 -0.746
H -1.352 2.742 -1.171 0.598
H -1.512 5.591 -0.926 0.103
C 4.790 6.229 -1.607 -0.792
C 5.011 7.372 -0.621 0.913
C 5.668 8.628 -1.199 -1.582
O 3.798 7.782 -0.010 -0.354
H 4.210 5.374 -1.260 -0.270
H 5.811 5.954 -1.871 0.450
H 4.296 6.568 -2.518 0.371
H 5.671 6.978 0.152 -0.183
H 5.213 9.016 -2.110 0.350
H 6.640 8.324 -1.587 0.401
H 5.737 9.452 -0.489 0.374
H 4.064 8.271 0.772 0.330
C -0.964 -5.758 0.954 -1.250
C -1.262 -5.742 2.417 0.754
C -0.046 -5.498 3.320 -0.623
O -2.111 -4.640 2.718 -0.138
H -0.156 -6.450 0.719 0.407
H -0.730 -4.768 0.562 -0.030
H -1.780 -5.980 0.266 0.415
H -1.677 -6.702 2.722 0.029
H 0.325 -4.502 3.077 -0.136
H 0.777 -6.192 3.148 0.575
H -0.331 -5.451 4.371 -0.009
H -2.530 -4.920 3.535 0.525
C -4.711 2.198 -3.023 -0.253
C -6.145 2.582 -3.478 0.149
C -6.864 1.437 -4.175 -1.382
O -6.838 2.914 -2.255 -0.700
H -4.047 2.014 -3.867 0.760
H -4.729 1.366 -2.319 -0.323
H -4.211 3.057 -2.575 0.056
H -6.065 3.459 -4.120 0.474
H -7.330 0.643 -3.592 0.313
H -6.213 0.915 -4.876 0.329
H -7.597 1.937 -4.808 0.379
H -6.342 3.629 -1.851 0.293
C 4.025 -5.012 -0.641 -1.375
C 3.635 -4.155 0.599 0.901
C 4.055 -4.803 1.906 -1.570
O 4.131 -2.898 0.533 0.371
H 3.328 -5.849 -0.681 0.456
H 5.051 -5.380 -0.609 0.278
H 3.850 -4.495 -1.584 0.118
H 2.548 -4.074 0.622 0.201
H 3.421 -5.680 2.039 0.392
H 3.850 -4.111 2.722 0.216
H 5.120 -5.030 1.947 0.265
H 5.084 -2.980 0.606 -0.072